Record 1
ORCA calculation (ωB97M-V/def2-TZVPD) on C9H17AsClN2O4S5SbW as an isolated structure.

Energy above the lowest of the compared OMol25 structures with the same formula, charge and spin   16.6 kJ/mol
E_LUMO (alpha / beta)   -1.7 / -1.7 eV
Electronic energy   -156674.162 eV
Spin multiplicity   3
Kohn-Sham gap (alpha / beta)   5.56 / 5.74 eV

Structure (XYZ):
```
41
Properties=species:S:1:pos:R:3:forces:R:3
W -0.7725 -0.4298 -0.2834 0.135 -0.081 -0.851
S -5.0970 -1.7982 -0.9826 -0.025 0.018 -0.007
Sb -3.8444 -1.1492 0.7346 -0.333 -0.035 0.187
S -1.6516 -2.4015 0.4334 0.091 0.144 0.042
S -2.6097 0.9135 0.2176 -0.141 -0.197 0.114
S -4.3622 -1.2010 2.9167 -0.019 0.049 -0.057
C 1.9209 -0.7785 2.3534 0.014 0.010 0.078
As 0.0703 -0.2322 2.1407 -0.127 -0.072 0.055
C -0.7838 -1.2734 3.5144 0.020 0.055 0.061
C 0.0306 1.5579 2.8680 0.047 0.021 0.129
H 2.2225 -0.5914 3.3838 0.031 -0.025 -0.010
H 2.5694 -0.2248 1.6786 -0.020 0.022 -0.006
H 1.9997 -1.8449 2.1452 -0.024 -0.003 -0.001
H -0.2185 -1.1530 4.4390 -0.033 0.005 0.013
H -0.8054 -2.3174 3.2116 0.046 -0.006 0.000
H -1.8143 -0.9404 3.6381 0.002 0.005 -0.015
H 0.3940 1.5289 3.8951 -0.009 0.026 -0.006
H -0.9983 1.9124 2.8496 -0.017 -0.045 -0.019
H 0.6537 2.2316 2.2840 0.011 -0.021 -0.020
O -1.4909 -1.3543 -2.3769 -0.376 -0.141 0.021
Cl -1.2980 -0.2298 -3.3130 0.536 -0.255 0.507
O -2.5073 0.2506 -3.8345 -0.177 0.063 -0.139
O -0.3571 -0.6114 -4.3164 -0.011 0.039 -0.150
O -0.6531 0.7609 -2.4128 -0.260 0.250 0.108
C 4.0214 -0.2494 -4.2636 -0.027 0.003 0.008
C 3.0584 -0.6521 -3.2012 0.025 -0.013 -0.020
C 2.5276 -1.8989 -3.0531 -0.024 0.086 0.043
C 1.5296 -2.1124 -2.0843 -0.064 -0.171 0.000
N 1.1442 -1.1273 -1.2713 0.335 0.058 -0.129
C 1.7181 0.0930 -1.3786 0.095 0.094 -0.056
S 1.1441 1.3183 -0.3824 0.265 0.196 0.136
N 2.6460 0.3133 -2.3388 0.022 -0.124 -0.034
C 0.8895 -3.4461 -1.9309 0.075 0.114 0.016
H 4.3708 -1.1206 -4.8097 0.000 0.001 -0.004
H 4.8804 0.2735 -3.8415 -0.003 -0.003 0.017
H 3.5225 0.4229 -4.9650 0.010 -0.003 -0.008
H 2.8206 -2.6961 -3.7179 -0.011 -0.013 0.004
H 2.9691 1.2657 -2.4480 0.014 -0.003 0.000
H 0.9269 -4.0012 -2.8652 -0.009 -0.006 -0.004
H -0.1371 -3.3420 -1.5883 -0.022 -0.025 -0.008
H 1.4497 -4.0044 -1.1744 -0.042 -0.018 0.006
```
Forces are in eV/Å.

***

Record 2
ORCA calculation (ωB97M-V/def2-TZVPD) on a 2-piece molecular cluster, C9H17Cl2FN2O2 overall in a non-equilibrium geometry.

Energy above the lowest of the compared OMol25 structures with the same formula, charge and spin   448.0 kJ/mol
E_LUMO   -0.9 eV
Electronic energy   -44440.024 eV
Kohn-Sham gap   6.72 eV

Structure (XYZ):
```
33
Properties=species:S:1:pos:R:3:forces:R:3
C 2.4479 -0.1791 1.2634 1.057 -0.333 -0.078
C 2.5467 -0.2389 -0.2388 -0.950 0.274 0.306
Cl 4.1631 -0.1803 -0.8372 0.135 -0.034 -0.072
C 1.4844 -0.3672 -1.0450 1.007 0.121 -0.176
Cl 1.8443 -0.5396 -2.7592 -0.148 0.011 0.205
C -0.0040 -0.4390 -0.7582 -1.693 -0.892 -1.545
N -0.4407 -1.8014 -1.1371 0.812 0.499 0.229
C -0.7142 0.5784 -1.7129 0.034 0.354 0.903
C -0.3450 2.0219 -1.3578 -0.578 0.201 -0.931
N 0.2023 2.1633 0.0252 0.371 0.451 0.665
C -0.4890 1.3365 1.0677 -0.357 -0.416 0.091
C -0.6536 -0.1257 0.6078 0.535 0.519 0.416
C -0.5088 -1.1760 1.7133 0.672 -0.047 -0.288
O -1.7733 -1.4465 2.2336 0.155 -0.632 0.116
O -2.3634 -2.1988 1.0822 0.268 0.614 1.900
H 2.1045 -1.1375 1.6367 -0.383 0.069 0.165
H 3.4562 -0.0768 1.6558 0.068 0.100 0.049
H 1.8952 0.6600 1.6697 -0.307 -0.078 0.007
H -1.4361 -2.0178 -0.9097 -0.548 -0.107 0.053
H -0.3812 -1.8903 -2.1451 0.121 -0.105 0.026
H -1.7820 0.4721 -1.5466 -0.103 -0.310 0.018
H -0.5498 0.3532 -2.7573 0.276 0.137 -0.090
H 0.3478 2.4934 -2.0493 0.395 -0.159 0.100
H -1.2433 2.6335 -1.4071 -0.050 0.138 0.244
H 0.1290 3.1417 0.2997 0.015 0.042 -0.045
H 1.2026 1.9532 0.0555 -0.012 -0.320 -0.327
H -1.4553 1.8032 1.2374 -0.132 0.048 -0.139
H 0.0314 1.4045 2.0184 0.383 0.210 -0.092
H -1.7160 -0.1808 0.4068 0.019 -0.316 -0.506
H -0.0784 -2.0507 1.2185 -0.181 -0.263 0.188
H 0.1715 -0.9256 2.5297 -0.266 0.379 0.166
H -3.0393 -1.5491 0.8646 -0.514 -0.652 -0.825
F -3.0539 -2.4938 -0.9249 -0.094 0.497 -0.733
```
Forces are in eV/Å.

***

Record 3
ORCA calculation (ωB97M-V/def2-TZVPD) on C9H17Cl2NOW as an isolated structure in a non-equilibrium geometry.

E_LUMO (alpha / beta)   0.2 / -0.9 eV
Electronic energy   -40014.519 eV
Spin multiplicity   3
Kohn-Sham gap (alpha / beta)   7.55 / 7.85 eV

Structure (XYZ):
```
31
Properties=species:S:1:pos:R:3:forces:R:3
W 1.3742 -0.1303 -0.2751 1.281 -0.769 2.578
Cl 0.5922 -2.1355 0.2365 -0.640 -1.402 0.270
Cl 1.5658 1.4879 1.2786 0.341 0.629 0.698
C 3.0739 -0.3011 -0.9324 1.590 -0.621 -0.932
H 3.7389 0.5490 -0.9613 0.345 0.383 -0.042
H 3.4609 -1.1563 -1.4990 -0.039 0.024 0.153
C -0.6767 0.8016 -0.9398 -2.692 1.695 -0.713
C 0.4602 0.7397 -1.7868 1.904 0.032 -1.707
H -0.5094 1.2984 0.0271 -0.854 -0.056 -0.289
C 0.4680 -0.2354 -2.9682 -0.948 0.783 -0.454
H 0.8785 1.7362 -1.9467 0.156 0.179 -0.442
C -0.8129 0.0184 -3.8348 1.113 -0.190 0.496
H 1.3924 -0.1305 -3.5533 -0.296 0.118 0.170
H 0.4796 -1.2548 -2.5684 -0.199 -0.131 -0.147
C -2.0656 0.0877 -2.9353 0.149 -0.623 -0.288
H -0.6089 0.9961 -4.3301 -0.479 -0.639 0.047
H -0.8633 -0.8016 -4.5750 -0.307 0.594 0.114
C -1.8982 1.0925 -1.7748 -0.889 -0.293 -0.149
H -2.9368 0.2703 -3.5720 0.029 0.509 0.229
H -2.2731 -0.9081 -2.5347 0.215 -0.083 0.154
H -1.7064 2.0462 -2.2885 0.092 0.203 0.303
H -2.8268 1.2492 -1.2146 0.159 -0.324 0.001
C -0.8050 -0.7644 5.5301 -0.133 -0.086 0.165
C -0.1852 -0.3865 4.2115 -1.057 0.826 -1.802
N 1.1476 -0.6338 4.0900 0.525 -0.227 1.262
O -0.8578 0.0911 3.2756 1.193 -0.838 1.694
H -0.0596 -1.0401 6.2818 -0.161 0.012 -0.086
H -1.4879 -1.6046 5.3727 0.103 0.117 0.025
H -1.3961 0.0788 5.8961 0.089 -0.113 -0.078
H 1.6560 -0.1757 3.3544 -0.032 -0.009 -0.249
H 1.6814 -0.8844 4.9363 -0.559 0.298 -0.983
```
Forces are in eV/Å.

***

What did the first record say?
ORCA calculation (ωB97M-V/def2-TZVPD) on C9H17AsClN2O4S5SbW as an isolated structure.

Energy above the lowest of the compared OMol25 structures with the same formula, charge and spin   16.6 kJ/mol
E_LUMO (alpha / beta)   -1.7 / -1.7 eV
Electronic energy   -156674.162 eV
Spin multiplicity   3
Kohn-Sham gap (alpha / beta)   5.56 / 5.74 eV

Structure (XYZ):
```
41
Properties=species:S:1:pos:R:3:forces:R:3
W -0.7725 -0.4298 -0.2834 0.135 -0.081 -0.851
S -5.0970 -1.7982 -0.9826 -0.025 0.018 -0.007
Sb -3.8444 -1.1492 0.7346 -0.333 -0.035 0.187
S -1.6516 -2.4015 0.4334 0.091 0.144 0.042
S -2.6097 0.9135 0.2176 -0.141 -0.197 0.114
S -4.3622 -1.2010 2.9167 -0.019 0.049 -0.057
C 1.9209 -0.7785 2.3534 0.014 0.010 0.078
As 0.0703 -0.2322 2.1407 -0.127 -0.072 0.055
C -0.7838 -1.2734 3.5144 0.020 0.055 0.061
C 0.0306 1.5579 2.8680 0.047 0.021 0.129
H 2.2225 -0.5914 3.3838 0.031 -0.025 -0.010
H 2.5694 -0.2248 1.6786 -0.020 0.022 -0.006
H 1.9997 -1.8449 2.1452 -0.024 -0.003 -0.001
H -0.2185 -1.1530 4.4390 -0.033 0.005 0.013
H -0.8054 -2.3174 3.2116 0.046 -0.006 0.000
H -1.8143 -0.9404 3.6381 0.002 0.005 -0.015
H 0.3940 1.5289 3.8951 -0.009 0.026 -0.006
H -0.9983 1.9124 2.8496 -0.017 -0.045 -0.019
H 0.6537 2.2316 2.2840 0.011 -0.021 -0.020
O -1.4909 -1.3543 -2.3769 -0.376 -0.141 0.021
Cl -1.2980 -0.2298 -3.3130 0.536 -0.255 0.507
O -2.5073 0.2506 -3.8345 -0.177 0.063 -0.139
O -0.3571 -0.6114 -4.3164 -0.011 0.039 -0.150
O -0.6531 0.7609 -2.4128 -0.260 0.250 0.108
C 4.0214 -0.2494 -4.2636 -0.027 0.003 0.008
C 3.0584 -0.6521 -3.2012 0.025 -0.013 -0.020
C 2.5276 -1.8989 -3.0531 -0.024 0.086 0.043
C 1.5296 -2.1124 -2.0843 -0.064 -0.171 0.000
N 1.1442 -1.1273 -1.2713 0.335 0.058 -0.129
C 1.7181 0.0930 -1.3786 0.095 0.094 -0.056
S 1.1441 1.3183 -0.3824 0.265 0.196 0.136
N 2.6460 0.3133 -2.3388 0.022 -0.124 -0.034
C 0.8895 -3.4461 -1.9309 0.075 0.114 0.016
H 4.3708 -1.1206 -4.8097 0.000 0.001 -0.004
H 4.8804 0.2735 -3.8415 -0.003 -0.003 0.017
H 3.5225 0.4229 -4.9650 0.010 -0.003 -0.008
H 2.8206 -2.6961 -3.7179 -0.011 -0.013 0.004
H 2.9691 1.2657 -2.4480 0.014 -0.003 0.000
H 0.9269 -4.0012 -2.8652 -0.009 -0.006 -0.004
H -0.1371 -3.3420 -1.5883 -0.022 -0.025 -0.008
H 1.4497 -4.0044 -1.1744 -0.042 -0.018 0.006
```
Forces are in eV/Å.

***

Which value of electronic energy does entry 1 give? -156674.162 eV